# 1
DFT (ωB97M-V with the def2-TZVPD basis set) results for a 2-piece molecular cluster, C2H10NS overall.

Values from the calculation:
* Kohn-Sham gap: 0.342 hartree

```
! wB97M-V def2-TZVPD RIJCOSX def2/J DEFGRID3
* xyz 1 1
N 1.5710 -0.5236 -1.9126
H 0.9118 -0.3850 -1.1190
H 1.1433 -0.4110 -2.8277
H 1.9452 -1.4584 -1.7320
H 2.3520 0.1386 -1.8728
C -0.4355 -1.2603 1.5344
C -1.1285 -0.2872 0.6345
S -0.2108 1.1459 0.0090
H 0.1973 -1.9651 0.9939
H 0.1798 -0.8189 2.3180
H -1.2671 -1.7348 2.0663
H -2.0223 0.1639 1.0676
H -1.5151 -0.7553 -0.2781
H -0.2491 1.9505 1.0665
*
```


# 2
DFT (ωB97M-V with the def2-TZVPD basis set) results for a 2-piece molecular cluster, C2H10NS2 overall.

Values from the calculation:
* Kohn-Sham gap: 0.285 hartree

```
! wB97M-V def2-TZVPD RIJCOSX def2/J DEFGRID3
* xyz 1 1
N -1.1675 0.7571 1.9630
H -2.1366 0.5356 1.7377
H -0.9870 0.5498 2.9464
H -0.5052 0.2065 1.3612
H -1.0055 1.7470 1.7710
C -1.0362 1.0757 -1.4490
S 0.2313 -0.1599 -1.7923
S 1.0230 -0.6047 0.0681
C 2.1995 -1.8427 -0.5193
H -1.8133 0.6977 -0.7838
H -0.5961 1.9919 -1.0509
H -1.5170 1.3115 -2.3944
H 2.9051 -1.3760 -1.2013
H 2.7376 -2.2291 0.3405
H 1.6678 -2.6605 -0.9970
*
```


# 3
DFT (ωB97M-V with the def2-TZVPD basis set) results for a 2-piece molecular cluster, C2H10NS2 overall.

Values from the calculation:
* Kohn-Sham gap: 0.252 hartree

```
! wB97M-V def2-TZVPD RIJCOSX def2/J DEFGRID3
* xyz 1 1
C -2.0080 1.6836 -2.2690
N -1.7640 2.5280 -3.4821
H -2.9329 1.9821 -1.7891
H -2.1886 0.6753 -2.6401
H -1.1281 1.6288 -1.6380
H -1.5163 3.5078 -3.3058
H -2.6191 2.5029 -4.0330
H -0.9918 2.1660 -4.0383
C 0.6927 -0.2243 2.8990
S 1.6062 -1.0961 1.6352
S 0.2828 -1.2932 0.1193
H 0.2011 0.6516 2.4563
H 1.3687 0.2408 3.6186
H -0.0584 -0.7927 3.4431
H -0.6513 -1.9255 0.8802
*
```


# 4
DFT (ωB97M-V with the def2-TZVPD basis set) results for an isolated ion of composition C2H10NSi and charge +1.

Values from the calculation:
* Kohn-Sham gap (spin up / spin down): 0.187 / 0.228 hartree
* ⟨S²⟩: 2.0066

```
! wB97M-V def2-TZVPD RIJCOSX def2/J DEFGRID3
* xyz 1 3
C -0.7247 -0.6400 1.1889
C -0.2061 0.3841 0.1574
N -1.0410 0.2644 -1.1098
Si 1.8151 0.0519 0.0483
H -1.8056 -0.5084 1.2712
H -0.3254 -1.6072 0.9347
H -0.2438 -0.3785 2.2168
H 2.4557 -0.0669 -1.4114
H -0.8279 -0.4968 -1.7872
H -0.9665 1.0552 -1.7753
H -1.9650 0.1887 -0.6970
H 2.3110 -1.2100 0.5708
H -0.4508 1.3376 0.4884
H 2.1991 1.2015 0.9324
*
```


# 5
DFT (ωB97M-V with the def2-TZVPD basis set) results for a 3-piece molecular cluster, C2H10O2S2 overall.

Values from the calculation:
* Kohn-Sham gap (spin up / spin down): 0.118 / 0.259 hartree
* ⟨S²⟩: 0.7538

```
! wB97M-V def2-TZVPD RIJCOSX def2/J DEFGRID3
* xyz -1 2
C 1.1355 -1.0544 -1.1188
S -0.3907 -0.3591 -0.4152
S 0.0111 -0.4972 1.7172
C -0.4248 -2.2386 2.0201
H 1.1587 -2.1303 -0.9792
H 2.0135 -0.6247 -0.6560
H 1.1132 -0.8622 -2.1893
H -0.4025 -2.7651 1.0552
H -1.4212 -2.3043 2.4414
H 0.2930 -2.7211 2.7261
H 2.9573 1.9784 1.9539
H 2.0719 0.8417 1.4648
O 2.8665 1.3539 1.2244
H -2.6243 3.8771 -4.5377
H -2.6472 2.5085 -3.8570
O -3.1561 3.0834 -4.4394
*
```


# 6
DFT (ωB97M-V with the def2-TZVPD basis set) results for a 3-piece molecular cluster, C2H10O2S2 overall.

Values from the calculation:
* Kohn-Sham gap: 0.326 hartree
* structure (SMILES): CCSS.O.O

```
! wB97M-V def2-TZVPD RIJCOSX def2/J DEFGRID3
* xyz 0 1
C -0.0501 0.4197 -2.4127
C 0.9740 0.1673 -1.2601
S 0.9982 -1.4993 -0.3843
S 1.7583 -1.0182 1.5894
H 0.4222 0.6120 -3.4412
H -0.6053 -0.4264 -2.6108
H -0.5687 1.2853 -2.1794
H 2.0155 0.2879 -1.6806
H 0.8659 0.9277 -0.3670
H 2.8752 -0.3054 1.4770
O -1.4068 1.7246 1.0968
H -0.9037 0.9023 1.3852
H -2.2687 1.5654 1.5153
O -1.5296 -1.6010 2.1009
H -0.5844 -1.7075 2.2518
H -1.9921 -1.3344 2.9198
*
```


# 7
DFT (ωB97M-V with the def2-TZVPD basis set) results for a 3-piece molecular cluster, C2H10O3 overall.

Values from the calculation:
* Kohn-Sham gap: 0.408 hartree
* structure (SMILES): CCO.O.O

```
! wB97M-V def2-TZVPD RIJCOSX def2/J DEFGRID3
* xyz 0 1
C -0.8024 0.8530 -0.4831
C 0.4636 1.0485 0.3482
O 1.2568 -0.1234 0.3377
H -0.8861 1.5701 -1.2908
H -1.6893 0.8675 0.1565
H -0.8391 -0.1725 -0.8596
H 0.9977 1.9289 -0.0465
H 0.2113 1.3983 1.3589
H 2.0097 0.0565 0.9183
O 2.8594 -0.3295 -2.8086
H 2.6404 -0.2157 -1.8775
H 3.8170 -0.3315 -2.8175
O -3.2422 -2.5343 2.2370
H -3.0843 -2.1314 3.0989
H -3.7125 -1.8844 1.7283
*
```


# 8
DFT (ωB97M-V with the def2-TZVPD basis set) results for a 4-piece molecular cluster, C2H10O3 overall.

Values from the calculation:
* Kohn-Sham gap: 0.373 hartree
* structure (SMILES): C=C.O.O.O

```
! wB97M-V def2-TZVPD RIJCOSX def2/J DEFGRID3
* xyz 0 1
C -2.1923 0.2722 -0.7370
C -2.3750 0.3227 0.6113
H -1.6317 -0.5984 -1.2131
H -2.6868 1.0620 -1.4898
H -2.4188 -0.5730 1.2686
H -2.3082 1.2395 1.1747
O 2.9717 -0.3809 0.1109
H 2.6674 0.5098 0.4570
H 3.0668 -1.1368 0.7048
O 0.7504 -1.6549 -0.8577
H 1.4140 -1.0505 -0.3724
H 1.3827 -2.4006 -0.8600
O 0.6677 1.4024 0.7338
H 0.6965 2.1452 0.1632
H -0.0044 0.8413 0.3056
*
```


# 9
DFT (ωB97M-V with the def2-TZVPD basis set) results for a 4-piece molecular cluster, C2H10O3 overall.

Values from the calculation:
* Kohn-Sham gap: 0.371 hartree
* structure (SMILES): C=C.O.O.O

```
! wB97M-V def2-TZVPD RIJCOSX def2/J DEFGRID3
* xyz 0 1
C 1.8220 -0.4102 -0.3013
C 2.8440 0.2401 -0.8535
H 1.7584 -0.6197 0.7679
H 1.0051 -0.9027 -0.8183
H 3.6332 0.6108 -0.2095
H 2.8803 0.3549 -1.9356
O -2.0790 0.8201 0.9171
H -2.0852 1.7763 1.0776
H -1.9076 0.7438 -0.0334
O -0.7361 -1.3203 2.5160
H -1.2599 -1.6479 3.2438
H -1.3403 -0.9264 1.8718
O -1.2476 0.3735 -1.7795
H -2.0845 -0.0807 -1.9618
H -1.2029 0.9886 -2.5012
*
```


# 10
DFT (ωB97M-V with the def2-TZVPD basis set) results for a 3-piece molecular cluster, C2H10O4 overall.

Values from the calculation:
* Kohn-Sham gap: 0.381 hartree
* structure (SMILES): OCCO.O.O

```
! wB97M-V def2-TZVPD RIJCOSX def2/J DEFGRID3
* xyz 0 1
O 0.6642 1.6010 0.2382
C 1.8434 1.6377 0.9947
C 1.6008 0.9028 2.2994
O 1.3130 -0.4130 2.0407
H 0.4077 0.7022 0.0195
H 2.6422 1.2734 0.3486
H 1.9410 2.6988 1.2243
H 0.7316 1.2445 2.8615
H 2.5530 0.8438 2.8266
H 0.6111 -0.5482 1.4000
O -1.7455 -1.6254 -0.2859
H -2.3428 -2.2574 0.1142
H -1.7427 -1.8532 -1.2156
O -2.5084 -1.6279 -4.3199
H -3.4103 -1.9045 -4.1578
H -2.5584 -0.6745 -4.3884
*
```


# 11
DFT (ωB97M-V with the def2-TZVPD basis set) results for C2H11BN3O as an isolated structure.

Values from the calculation:
* Kohn-Sham gap: 0.415 hartree

```
! wB97M-V def2-TZVPD RIJCOSX def2/J DEFGRID3
* xyz 1 1
B 1.3729 -0.0584 -0.1306
C -1.0177 -0.0731 1.1212
C 0.0114 0.8496 0.0388
N 2.2953 -0.2966 0.9319
N -1.8836 -0.7893 0.1869
N -0.7347 0.8137 -1.2069
O 1.4265 -0.6328 -1.3767
H -1.6703 0.7278 1.5337
H -0.2562 -0.5090 1.6618
H 0.2452 1.8062 0.3464
H 2.1405 0.1779 1.7927
H 3.3021 -0.3742 0.8150
H -1.6373 -1.7183 -0.1185
H -2.8622 -0.9185 0.3468
H -1.7080 0.0979 -0.7428
H -0.9424 1.7366 -1.6002
H -0.1394 0.3345 -1.8980
H 2.0580 -1.1740 -1.7016
*
```


# 12
DFT (ωB97M-V with the def2-TZVPD basis set) results for a 2-piece molecular cluster, C2H11BN3O overall.

Values from the calculation:
* Kohn-Sham gap: 0.347 hartree

```
! wB97M-V def2-TZVPD RIJCOSX def2/J DEFGRID3
* xyz 1 1
B -1.3345 0.1301 -0.3729
C 1.1196 -1.1333 0.9066
C 0.0776 -0.1373 -0.9993
N -2.4015 -0.7597 -0.5158
N 1.8950 -0.0398 1.2520
N 0.8294 1.1450 -0.9715
O -1.4091 1.2618 0.3087
H 1.6102 -2.1005 0.4509
H 0.2402 -1.4442 1.6060
H 0.2446 -0.8473 -1.8322
H -2.5355 -1.5574 -1.1396
H -3.4093 -0.3924 -0.4068
H 1.4189 0.5104 1.9821
H 2.8057 -0.2184 1.5395
H 1.4586 0.9441 0.0523
H 1.4310 1.2597 -1.8439
H 0.1227 1.7142 -0.7035
H -2.1637 1.6650 0.6875
*
```